Record 1
This record from the Open Molecules 2025 dataset describes a molecular structure, C4H8O2S in a non-equilibrium geometry. The level of theory is ωB97M-V/def2-TZVPD.

The geometry in ORCA input format:
```
! RIJCOSX wB97M-V def2-TZVPD def2/J DEFGRID3
* xyz 1 2
O -2.940 -0.843 0.335
C -2.145 0.194 -0.185
O -2.078 0.687 -1.270
C -1.142 0.642 0.908
C 0.134 -0.170 0.580
C 0.698 0.088 -0.772
S 3.565 -0.169 -0.013
H -3.431 0.062 0.201
H -1.526 0.297 1.862
H -1.006 1.716 0.796
H 0.875 0.026 1.364
H -0.228 -1.187 0.755
H 0.501 1.068 -1.203
H 0.784 -0.787 -1.419
H 1.920 0.123 -0.689
*
```

Results
Lowest unoccupied orbital energy (alpha / beta), eV: -9.52 / -8.90
HOMO level (alpha / beta), eV: -14.494 / -14.588
Maximum force, eV/Å: 4.9
Orbital gap (alpha / beta), eV: 5.0 / 5.7
Energy above the lowest of the compared OMol25 structures with the same formula, charge and spin, kJ/mol: 532.8

These are the Mulliken partial charges, in e, on atoms 1 to 5:
1 O -0.398
2 C 0.525
3 O -0.446
4 C -0.672
5 C -0.386

Record 2
This record from the Open Molecules 2025 dataset describes a molecular structure, C29H33AsBrMnN5O8S. The level of theory is ωB97M-V/def2-TZVPD.

The geometry in ORCA input format:
```
! RIJCOSX wB97M-V def2-TZVPD def2/J DEFGRID3
* xyz 0 2
Mn 0.837 0.373 0.055
O -3.109 0.606 2.451
As -1.544 -0.122 2.252
O -2.743 -1.613 4.046
O -1.029 0.540 0.819
C -0.554 0.282 3.836
C -1.287 0.683 4.945
C -0.627 0.971 6.130
C 0.750 0.837 6.214
C 1.482 0.437 5.107
C 0.830 0.171 3.915
S 1.812 -0.178 2.481
O 1.024 -1.132 1.660
O 3.096 -0.608 2.928
O 1.802 1.095 1.713
H -3.197 1.246 1.730
H -2.364 0.737 4.885
H -1.199 1.280 6.995
H 1.259 1.043 7.146
H 2.557 0.327 5.150
C -1.158 -4.906 -0.155
C -1.624 -4.027 0.967
C -2.289 -4.586 2.102
C -2.701 -3.841 3.156
C -2.462 -2.430 3.163
Br 2.348 -3.872 -1.627
N -1.834 -1.929 2.034
C -1.413 -2.692 0.967
H -0.463 -5.663 0.210
H -0.616 -4.329 -0.901
H -1.999 -5.418 -0.626
H -2.464 -5.657 2.112
H -3.200 -4.264 4.015
H -0.920 -2.175 0.156
O -1.991 7.845 -0.303
C -2.480 6.591 -0.198
O -3.637 6.414 0.054
C -1.509 5.466 -0.393
C -2.032 4.218 -0.723
C -1.198 3.133 -0.896
C 0.178 3.285 -0.754
C 0.706 4.518 -0.393
C -0.137 5.604 -0.219
N 1.019 2.157 -0.923
C 2.094 2.276 -1.607
C 3.007 1.142 -1.643
C 4.160 1.107 -2.398
C 4.968 -0.027 -2.315
C 4.599 -1.053 -1.473
C 3.428 -0.934 -0.725
N 2.644 0.130 -0.827
H -1.080 7.832 -0.619
H -3.104 4.120 -0.832
H -1.604 2.159 -1.128
H 1.768 4.616 -0.204
H 0.293 6.545 0.105
H 2.346 3.196 -2.133
H 4.417 1.939 -3.040
H 5.869 -0.097 -2.908
H 5.174 -1.964 -1.389
H 3.109 -1.724 -0.062
C -0.736 -3.367 -3.725
C -0.482 -1.879 -3.502
C -1.723 -1.086 -3.903
C 0.736 -1.449 -4.330
N -0.230 -1.708 -2.048
N -0.106 -0.326 -1.682
H -0.887 -3.562 -4.787
H -1.627 -3.682 -3.180
H 0.114 -3.955 -3.377
H -1.998 -1.329 -4.929
H -1.565 -0.005 -3.861
H -2.563 -1.345 -3.254
H 0.551 -1.611 -5.393
H 1.607 -2.036 -4.033
H 0.973 -0.385 -4.217
H 0.660 -2.180 -1.838
H -1.052 0.028 -1.578
H 0.317 0.196 -2.451
*
```

Results
Lowest unoccupied orbital energy (alpha / beta), eV: -1.33 / -1.34
HOMO level (alpha / beta), eV: -7.418 / -7.413
Maximum force, eV/Å: 0.2
Orbital gap (alpha / beta), eV: 6.1 / 6.1
Energy above the lowest of the compared OMol25 structures with the same formula, charge and spin, kJ/mol: 4.9

These are the Mulliken partial charges, in e, on atoms 1 to 5:
1 Mn 0.406
2 O -0.623
3 As 0.152
4 O -0.630
5 O -0.380

Record 3
This record from the Open Molecules 2025 dataset describes a gas-phase ion, C6H6N (charge +1) in a non-equilibrium geometry. The level of theory is ωB97M-V/def2-TZVPD.

The geometry in ORCA input format:
```
! RIJCOSX wB97M-V def2-TZVPD def2/J DEFGRID3
* xyz 1 1
C -2.602 -0.963 0.105
C -0.545 -1.906 -0.018
C -3.405 0.182 0.027
C -2.051 0.326 -0.054
C -0.628 0.539 -0.004
C 1.498 -0.825 0.130
N 0.012 -0.810 -0.204
H -4.324 0.704 -0.042
H -0.035 1.189 -0.695
H -0.364 0.810 1.171
H 1.968 -1.883 0.094
H 1.947 -0.357 -0.727
H 1.728 -0.420 1.064
*
```

Results
Lowest unoccupied orbital energy, eV: -5.03
HOMO level, eV: -14.720
Maximum force, eV/Å: 4.1
Orbital gap, eV: 9.7
Energy above the lowest of the compared OMol25 structures with the same formula, charge and spin, kJ/mol: 525.4

These are the Mulliken partial charges, in e, on atoms 1 to 5:
1 C -0.217
2 C 0.170
3 C -0.261
4 C 0.205
5 C -0.250

Record 4
This record from the Open Molecules 2025 dataset describes a gas-phase ion, C2H8N3O (charge +1) in a non-equilibrium geometry. The level of theory is ωB97M-V/def2-TZVPD.

The geometry in ORCA input format:
```
! RIJCOSX wB97M-V def2-TZVPD def2/J DEFGRID3
* xyz 1 1
N -1.048 -1.677 -0.056
C -0.679 -0.399 -0.259
N -0.940 0.124 -1.417
N -0.121 0.253 0.784
C 0.950 1.209 0.606
O 2.118 0.733 1.165
H -1.699 -2.106 -0.734
H -0.869 -1.978 0.899
H -1.339 -0.404 -2.103
H -0.786 1.103 -1.698
H 0.093 -0.464 1.507
H 0.993 1.524 -0.456
H 0.928 2.151 1.192
H 2.399 -0.069 0.572
*
```

Results
Lowest unoccupied orbital energy, eV: -3.43
SMILES: NC(N)=[NH+]CO
HOMO level, eV: -15.106
Maximum force, eV/Å: 4.4
Orbital gap, eV: 11.7
Energy above the lowest of the compared OMol25 structures with the same formula, charge and spin, kJ/mol: 138.0

These are the Mulliken partial charges, in e, on atoms 1 to 5:
1 N -0.386
2 C 0.765
3 N -0.335
4 N -0.171
5 C -0.368